# 1
{
  "formula": "C40H40BN5O5RhS2",
  "method": "the ωB97M-V functional and the def2-TZVPD basis",
  "symbols": ["Rh", "C", "N", "C", "C", "N", "B", "N", "C", "C", "N", "C", "C", "S", "C", "S", "H", "H", "H", "H", "H", "H", "H", "H", "H", "H", "H", "H", "C", "C", "C", "O", "C", "C", "O", "C", "O", "C", "C", "C", "C", "C", "C", "C", "C", "C", "C", "C", "C", "C", "O", "C", "C", "C", "C", "C", "C", "C", "C", "C", "C", "C", "C", "H", "H", "H", "H", "H", "H", "H", "H", "H", "H", "H", "H", "H", "H", "H", "H", "H", "H", "H", "H", "H", "H", "H", "H", "H", "H", "H", "H", "O", "C", "N"],
  "xyz": [[1.40, 0.29, -0.29], [3.37, -0.34, -4.28], [3.89, -1.09, -3.16], [5.21, -1.30, -2.86], [5.25, -1.91, -1.66], [3.96, -2.06, -1.21], [3.59, -2.72, 0.18], [4.39, -1.97, 1.29], [5.60, -2.43, 1.79], [6.02, -1.60, 2.76], [5.07, -0.61, 2.86], [5.09, 0.51, 3.78], [4.06, -0.85, 1.97], [2.69, 0.16, 1.92], [3.13, -1.55, -2.13], [1.42, -1.45, -2.08], [4.16, -0.24, -5.02], [3.06, 0.65, -3.94], [2.52, -0.85, -4.71], [6.00, -0.97, -3.51], [6.09, -2.22, -1.07], [4.02, -3.86, 0.17], [2.42, -2.64, 0.37], [6.04, -3.33, 1.40], [6.90, -1.61, 3.37], [6.08, 0.55, 4.24], [4.32, 0.40, 4.54], [4.90, 1.44, 3.23], [-4.77, 0.30, 1.64], [-4.21, 0.57, 0.25], [-5.31, 0.87, -0.75], [-3.33, 1.67, 0.30], [-1.99, 1.20, 0.41], [-2.06, -0.22, -0.18], [-3.45, -0.53, -0.23], [-1.27, -1.30, 0.59], [0.04, -0.90, 0.71], [-1.27, -2.64, -0.18], [-0.48, -3.66, 0.34], [-0.33, -4.86, -0.33], [-0.98, -5.06, -1.55], [-1.77, -4.06, -2.07], [-1.91, -2.85, -1.39], [-1.85, -1.52, 1.99], [-2.95, -2.35, 2.20], [-3.47, -2.53, 3.47], [-2.90, -1.87, 4.55], [-1.80, -1.06, 4.35], [-1.27, -0.89, 3.08], [-1.06, 2.22, -0.30], [0.26, 1.92, 0.03], [-1.30, 2.22, -1.81], [-0.29, 1.90, -2.71], [-0.52, 1.86, -4.08], [-1.78, 2.16, -4.58], [-2.79, 2.53, -3.70], [-2.55, 2.56, -2.33], [-1.29, 3.63, 0.26], [-0.84, 4.73, -0.48], [-0.93, 6.02, 0.03], [-1.46, 6.23, 1.29], [-1.90, 5.15, 2.04], [-1.81, 3.86, 1.53], [-5.39, 1.14, 1.95], [-3.96, 0.18, 2.36], [-5.37, -0.61, 1.64], [-5.81, 1.80, -0.48], [-6.04, 0.06, -0.76], [-4.88, 0.97, -1.75], [-1.67, 1.15, 1.45], [-1.66, -0.21, -1.20], [0.05, -3.49, 1.27], [0.30, -5.63, 0.08], [-0.86, -6.00, -2.08], [-2.28, -4.20, -3.02], [-2.55, -2.08, -1.82], [-3.40, -2.86, 1.35], [-4.33, -3.18, 3.61], [-3.31, -2.01, 5.55], [-1.34, -0.56, 5.20], [-0.38, -0.29, 2.92], [0.71, 1.71, -2.34], [0.28, 1.60, -4.75], [-1.97, 2.13, -5.64], [-3.77, 2.79, -4.08], [-3.34, 2.87, -1.66], [-0.41, 4.57, -1.46], [-0.57, 6.85, -0.56], [-1.54, 7.24, 1.69], [-2.32, 5.30, 3.02], [-2.16, 3.04, 2.13], [5.47, 1.49, -0.78], [4.30, 1.34, -0.97], [3.14, 1.18, -1.20]],
  "spin_multiplicity": 5,
  "charge": -1,
  "gap_ha": [0.258, 0.244],
  "e_homo_ha": [-0.1614, -0.1904]
}

# 2
{
  "formula": "C12H15BrO2",
  "method": "the ωB97M-V functional and the def2-TZVPD basis",
  "symbols": ["C", "C", "C", "C", "C", "C", "C", "C", "C", "C", "C", "C", "O", "O", "Br", "H", "H", "H", "H", "H", "H", "H", "H", "H", "H", "H", "H", "H", "H", "H"],
  "xyz": [[4.17, 2.08, 0.67], [3.54, 1.13, 1.53], [4.11, 1.91, -0.70], [3.10, -0.04, 1.04], [3.41, 0.85, -1.27], [2.99, -0.20, -0.41], [-1.15, 0.21, -1.18], [-3.32, 0.54, 0.03], [-1.23, -0.45, 1.16], [-2.20, -1.79, -0.53], [2.25, -1.22, -1.02], [-2.03, -0.31, -0.11], [-0.02, -0.06, -1.48], [2.24, -1.40, -2.37], [1.61, -2.72, -0.13], [4.58, 2.89, 1.02], [3.55, 1.27, 2.55], [4.43, 2.50, -1.47], [2.65, -0.88, 1.73], [3.38, 1.01, -2.36], [-3.77, 0.19, 0.88], [-3.91, 0.41, -0.91], [-3.16, 1.62, -0.09], [-0.61, 0.33, 1.42], [-1.84, -0.48, 1.93], [-0.58, -1.35, 1.20], [-2.68, -2.45, 0.20], [-1.31, -2.28, -0.82], [-2.74, -1.97, -1.35], [2.56, -0.54, -2.73]],
  "spin_multiplicity": 1,
  "gap_ha": [0.272, 0.252],
  "e_homo_ha": [-0.2769, -0.2413]
}

# 3
{
  "formula": "C11H15N2O2PdS2",
  "method": "the ωB97M-V functional and the def2-TZVPD basis",
  "symbols": ["Pd", "O", "C", "C", "C", "C", "C", "C", "N", "H", "H", "H", "H", "H", "H", "H", "O", "S", "C", "C", "C", "C", "H", "H", "H", "H", "H", "H", "H", "H", "S", "C", "N"],
  "xyz": [[-0.16, 0.25, -2.51], [-0.17, 0.24, 0.75], [-1.54, 0.18, 1.03], [-2.19, -1.17, 0.78], [-3.51, -1.35, 1.21], [-4.15, -2.53, 0.94], [-3.46, -3.52, 0.25], [-2.16, -3.25, -0.13], [-1.52, -2.11, 0.13], [-0.08, 0.32, -0.22], [-2.10, 0.92, 0.45], [-1.66, 0.43, 2.09], [-4.02, -0.54, 1.71], [-5.18, -2.69, 1.24], [-3.92, -4.47, 0.00], [-1.59, -4.01, -0.67], [2.57, -1.41, -3.41], [1.44, -1.26, -2.44], [2.21, -1.49, -0.82], [2.61, -2.95, -0.80], [1.34, -3.70, -1.21], [0.67, -2.91, -2.34], [1.44, -1.27, -0.06], [3.03, -0.77, -0.75], [2.96, -3.26, 0.19], [3.41, -3.12, -1.52], [0.66, -3.73, -0.35], [1.55, -4.73, -1.51], [-0.40, -2.75, -2.19], [0.84, -3.33, -3.33], [-1.90, 1.81, -2.44], [-3.20, 0.85, -1.94], [-4.11, 0.21, -1.61]],
  "spin_multiplicity": 1,
  "charge": -1,
  "gap_ha": 0.261,
  "e_homo_ha": -0.1481
}

# 4
{
  "formula": "C3H5NOS",
  "method": "the ωB97M-V functional and the def2-TZVPD basis",
  "symbols": ["C", "C", "C", "N", "O", "S", "H", "H", "H", "H", "H"],
  "xyz": [[0.24, -1.09, -0.34], [0.65, -0.15, 0.76], [-0.62, -0.33, -1.36], [-0.13, 0.81, 1.03], [-0.59, 0.82, -1.57], [0.25, 2.23, 1.77], [-0.34, -1.99, 0.02], [1.67, -0.36, 1.03], [1.14, -1.64, -0.78], [-1.37, -1.05, -1.92], [-0.90, 2.75, 1.36]],
  "spin_multiplicity": 3,
  "gap_ha": [0.233, 0.249],
  "e_homo_ha": [-0.2053, -0.3346]
}

# 5
{
  "formula": "C5H5NO",
  "method": "the ωB97M-V functional and the def2-TZVPD basis",
  "symbols": ["N", "C", "C", "C", "C", "C", "O", "H", "H", "H", "H", "H"],
  "xyz": [[0.40, -1.62, -2.17], [0.28, -0.63, -1.58], [0.15, 0.59, -0.80], [1.05, 0.71, 0.40], [-0.45, 0.41, 0.58], [-1.09, -1.01, 0.86], [-2.17, -1.42, 0.50], [-0.12, 1.47, -1.37], [1.84, -0.03, 0.53], [1.41, 1.73, 0.60], [-1.01, 1.24, 0.99], [-0.29, -1.44, 1.45]],
  "smiles": "N#C[C@@H]1C[C@@H]1C=O",
  "spin_multiplicity": 1,
  "gap_ha": 0.394,
  "e_homo_ha": -0.3784
}